# 1
A single C3H3N3O molecule. Source: the OMol25 dataset; level of theory: ωB97M-V/def2-TZVPD.

lowest unoccupied orbital energy (alpha / beta): -2.068 / -0.784 eV
Kohn-Sham gap (alpha / beta): 0.245 / 0.338 Ha
E: -9670.3984 eV
HOMO (alpha / beta): -8.74 / -9.97 eV
molecular weight: 97.08 g/mol
ΔE to the lowest compared entry with this formula, charge and spin: 162.7 kcal per mole

The geometry in XYZ format:
```
10
Properties=species:S:1:pos:R:3:forces:R:3:mulliken_charge:R:1
C -0.6948 2.1230 -0.8800 -0.8 1.3 1.6 0.603
C -1.3249 -0.7682 -0.4726 0.9 0.0 1.5 -0.092
C 0.9183 -0.0629 0.1290 0.8 2.2 2.4 -0.096
N -1.3939 2.9226 -0.3969 0.2 -0.3 0.1 -0.428
N -0.3741 -0.6790 0.2472 0.2 -1.6 0.6 -0.281
N -0.0361 1.2994 -1.6146 0.9 -1.7 -1.7 -0.470
O 0.9832 0.5455 -1.1206 0.0 1.3 -0.8 -0.130
H -1.5292 -0.3344 -1.4103 -0.7 0.7 -1.7 0.377
H 1.0848 0.6327 1.1149 -0.7 -1.2 -2.5 0.235
H 1.8453 -0.6449 0.0349 -0.9 -0.8 0.6 0.281
```
Forces are in eV/Å.

# 2
A 7-piece molecular cluster, C58H75F2N10O8S2 overall. Source: the OMol25 dataset; level of theory: ωB97M-V/def2-TZVPD.

lowest unoccupied orbital energy: -11.506 eV
Kohn-Sham gap: 0.068 Ha
E: -119695.7583 eV
HOMO: -13.34 eV
molecular weight: 1142.43 g/mol
ΔE to the lowest compared entry with this formula, charge and spin: 0.0 kcal per mole
total charge: +5

The geometry in XYZ format:
```
155
Properties=species:S:1:pos:R:3:forces:R:3:mulliken_charge:R:1
C -19.7963 7.2762 20.1510 -0.4 -1.7 -1.5 -1.691
C -21.0684 8.1409 20.3602 2.0 0.9 0.7 1.010
C -20.5721 9.5821 20.1095 -1.6 1.5 -0.7 -1.074
C -20.6522 10.0177 18.6293 1.4 -0.6 0.6 -0.920
C -22.0097 9.7350 18.0324 0.3 0.7 0.2 -0.941
C -22.4259 8.2835 18.1437 -0.8 -0.5 -0.9 1.475
N -22.2852 7.8106 19.5503 -0.6 -4.5 0.6 1.179
O -22.8775 6.5910 19.8349 1.9 4.8 -0.7 -0.549
C -21.5898 7.4415 17.1615 0.6 -0.7 -0.3 -1.682
C -23.9045 8.1948 17.6841 0.0 0.1 0.9 -1.869
C -21.3188 8.0239 21.8481 -1.7 -0.9 1.0 -1.372
H -19.4013 7.1883 19.1365 -0.4 0.4 -0.2 0.316
H -20.0695 6.2488 20.3974 0.3 0.0 0.3 0.433
H -18.9134 7.6003 20.6984 -0.5 0.2 0.6 0.441
H -19.5613 9.7461 20.4772 0.0 -0.4 0.1 0.530
H -21.1817 10.2997 20.6705 -0.2 -0.1 0.2 0.305
H -19.8106 9.4682 18.1995 -0.4 -0.2 -0.8 0.337
H -20.3301 11.0511 18.4979 -0.3 0.1 0.2 0.444
H -22.0749 10.0486 16.9896 0.2 -0.3 -0.1 0.608
H -22.7467 10.3838 18.5169 -0.1 -0.1 0.3 0.042
H -21.8610 6.3882 17.0781 -0.5 0.1 0.4 0.398
H -20.5198 7.3863 17.3597 -0.1 0.5 0.2 0.293
H -21.6982 7.8549 16.1578 -0.1 0.2 0.1 0.428
H -24.5045 8.8209 18.3507 -0.1 0.0 0.1 0.035
H -24.3185 7.1885 17.7224 0.2 -0.1 -0.1 0.528
H -24.0274 8.6180 16.6873 0.3 -0.1 -0.1 0.635
H -22.2799 8.4740 22.1174 0.2 0.7 0.1 0.136
H -20.5047 8.3585 22.4884 0.0 0.6 -0.4 0.425
H -21.4974 7.0177 22.2361 0.2 -0.4 -0.7 0.400
O -27.4366 8.4616 18.1444 0.9 0.6 -0.3 0.079
C -27.6170 9.5308 18.9641 -1.0 1.8 1.7 0.200
O -26.8059 10.4927 18.9133 -0.1 -0.8 -0.4 -0.568
O -28.6372 9.4871 19.7023 -0.3 -0.4 -0.2 -0.427
H -26.6881 8.8396 17.6508 0.2 -0.8 -0.6 0.062
C -22.7844 19.9864 17.0417 0.6 -1.0 -0.2 -0.935
N -23.4192 18.6045 17.1061 1.1 1.8 0.7 -0.010
C -24.1682 18.3211 18.1876 -0.4 -0.5 -1.5 -0.487
C -25.0092 17.2329 18.0716 0.3 0.5 1.2 -0.742
C -24.9994 16.4045 16.9547 -0.5 0.3 0.6 0.749
C -24.1083 16.6851 15.9239 0.0 0.5 0.1 -0.738
C -23.2868 17.8157 16.0373 -1.3 -1.0 -0.1 -0.111
C -26.0652 15.3575 16.9180 0.4 -0.9 1.2 1.263
C -26.4273 14.5908 18.0957 0.0 1.1 -2.1 -1.013
C -27.4340 13.6654 17.9472 -0.1 0.7 -0.3 -0.025
N -28.0011 13.4437 16.7256 0.5 -0.1 0.6 0.263
C -27.6323 14.1111 15.6175 0.1 -0.5 0.4 -0.389
C -26.6903 15.1167 15.7194 0.1 -0.2 -0.3 -1.023
C -29.0297 12.3979 16.6091 -0.9 0.5 0.3 -0.121
H -21.8703 19.8057 16.4799 -0.1 0.6 -0.3 0.357
H -22.4712 20.3820 18.0061 -0.3 -0.4 0.2 0.399
H -23.5014 20.6643 16.5850 0.2 -0.1 -0.2 0.351
H -24.1341 19.0479 18.9848 -0.2 -0.1 0.1 0.435
H -25.7022 17.0933 18.8894 -0.1 -0.2 -0.1 0.452
H -24.1511 16.1156 15.0064 0.5 -0.1 0.0 0.577
H -22.6195 18.1148 15.2423 0.0 0.2 0.1 0.444
H -25.9441 14.8159 19.0336 -0.1 -0.3 0.1 0.596
H -27.8876 13.1600 18.7855 0.3 -0.4 -0.1 0.405
H -28.0378 13.7376 14.6847 -0.2 0.3 -0.1 0.536
H -26.3796 15.6940 14.8606 -0.3 -0.2 -0.2 0.621
H -29.9621 12.9141 16.3751 0.0 -0.1 -0.5 0.472
H -29.2323 11.9238 17.5682 0.7 -0.1 0.0 -0.057
H -28.7330 11.6986 15.8403 0.0 -0.1 -0.1 -0.241
C -31.7445 4.7492 24.2346 -0.1 0.6 0.6 -0.927
N -30.5431 5.5629 23.9413 -0.9 -0.2 0.3 0.041
C -30.0323 6.4576 24.8315 0.3 1.0 -0.8 -0.463
C -29.0202 7.3127 24.4375 -0.5 -0.4 0.2 -0.606
C -28.5408 7.3505 23.0956 0.4 0.5 1.3 0.012
C -29.2514 6.5276 22.2130 -0.1 -0.9 -1.3 -0.476
C -30.1956 5.6362 22.6332 0.1 0.2 0.8 -0.575
C -27.4369 8.2396 22.7395 -1.0 -2.1 -0.7 1.163
C -27.4038 9.5418 23.2195 1.2 1.1 -0.8 -0.491
C -26.3862 10.3606 22.7417 -0.8 -0.7 0.2 -0.946
N -25.4804 9.8885 21.8587 1.3 0.7 -0.3 0.468
C -25.4912 8.6115 21.3794 0.0 -0.4 1.0 -0.092
C -26.4381 7.7471 21.8421 -0.3 0.8 0.3 -0.977
C -24.4185 10.8050 21.3514 0.1 -0.2 0.1 -0.572
H -32.6413 5.2916 23.9288 0.0 0.0 -0.3 0.377
H -31.8629 4.6258 25.3095 0.3 -0.3 -0.1 0.341
H -31.6954 3.7983 23.7105 0.1 0.0 0.2 0.332
H -30.5450 6.6037 25.7706 0.3 -0.6 0.3 0.391
H -28.5464 7.9094 25.2047 -0.1 0.2 0.0 0.599
H -29.0985 6.5309 21.1411 0.4 0.2 0.0 0.465
H -30.7667 4.9313 22.0468 0.3 0.2 -0.6 0.474
H -28.2009 9.9593 23.8154 0.2 -0.1 0.2 0.684
H -26.2861 11.3968 23.0280 0.1 0.0 0.0 0.424
H -24.6353 8.2671 20.8134 -0.1 0.2 -0.2 0.126
H -26.3395 6.6933 21.6269 -0.3 0.0 -0.2 0.619
H -24.8301 11.3021 20.4738 0.1 0.2 0.1 0.209
H -23.5009 10.2797 21.0884 -0.4 -0.5 -0.2 -0.222
H -24.0368 11.4750 22.1210 -0.7 0.2 0.1 0.516
C -32.5644 13.2812 28.9329 0.5 -0.4 0.3 -0.946
N -32.4000 12.5684 27.6455 0.0 -0.5 1.6 -0.011
C -32.1557 13.2693 26.5603 0.0 -0.4 -2.4 -0.311
C -32.0421 12.6089 25.3259 0.7 -0.3 1.2 -0.623
C -32.0514 11.2065 25.3083 0.2 -0.1 -0.9 0.462
C -32.3680 10.5153 26.5030 0.8 -0.2 -0.7 -0.767
C -32.4641 11.2052 27.6634 -1.5 1.0 -0.4 -0.228
C -31.7676 10.5126 24.0109 -0.6 0.0 -0.3 1.146
C -30.8355 11.0117 23.0505 0.0 0.0 1.1 -1.018
C -30.7465 10.5203 21.7709 -0.6 0.5 1.4 0.041
N -31.5841 9.5069 21.4389 0.8 0.2 -1.6 0.314
C -32.4213 8.9350 22.2977 -0.9 0.5 1.6 -0.203
C -32.5794 9.4563 23.5957 0.0 -0.1 -1.1 -0.960
C -31.4903 8.9878 20.0613 0.1 0.4 -0.2 -1.187
H -31.6177 13.7816 29.1319 -0.3 0.4 0.0 0.403
H -32.6598 12.5309 29.7144 -0.3 0.1 0.0 0.326
H -33.4353 13.9310 28.8961 0.2 0.1 0.0 0.355
H -32.0620 14.3455 26.5931 -0.2 0.0 0.4 0.469
H -31.8177 13.1651 24.4283 -0.2 0.1 0.0 0.554
H -32.4481 9.4400 26.5791 0.0 0.0 -0.3 0.409
H -32.8935 10.7559 28.5469 0.6 0.0 0.3 0.378
H -30.1904 11.7868 23.4418 0.2 0.2 -0.6 0.558
H -30.1259 10.9656 21.0083 0.2 -0.4 -0.1 0.332
H -33.0878 8.1942 21.8809 0.0 -0.1 0.1 0.464
H -33.4747 9.2040 24.1470 0.2 -0.5 0.2 0.634
H -32.4633 8.6654 19.6945 0.1 -0.6 0.4 0.569
H -30.6531 8.2904 20.0661 -0.3 -0.4 -0.3 0.333
H -31.1956 9.7727 19.3669 0.2 0.3 0.4 0.067
C -27.5225 0.7242 15.6650 0.3 -0.2 -1.7 -0.900
N -28.1859 2.0269 15.6026 0.4 1.4 0.8 0.054
C -28.1645 2.7838 14.4660 -0.4 -0.7 0.9 -0.357
C -28.7620 4.0074 14.4806 0.1 1.4 0.2 -0.734
C -29.2567 4.5727 15.6748 0.1 0.0 -0.1 0.820
C -29.2052 3.8124 16.8151 0.6 -1.1 0.7 -0.843
C -28.6561 2.5372 16.7616 -0.2 0.0 -0.9 -0.216
C -29.8175 5.9396 15.7659 -0.8 1.7 -1.4 0.838
C -30.6520 6.4190 14.7261 0.7 -0.5 1.1 -0.577
C -31.3060 7.6221 14.9003 0.3 0.6 -1.4 -0.740
N -31.0238 8.4711 15.8909 0.0 -1.5 -0.3 0.327
C -30.1392 8.0854 16.8268 -0.8 1.1 0.3 0.073
C -29.5677 6.8583 16.8039 0.4 -2.1 0.1 -0.650
C -31.6360 9.8083 15.9221 0.5 -0.4 1.0 -0.590
H -26.6358 0.7766 15.0321 0.2 0.1 0.3 0.362
H -28.1738 0.0503 15.1077 0.0 -0.5 0.7 0.365
H -27.2343 0.4807 16.6819 -0.3 -0.3 -0.1 0.340
H -27.6541 2.3808 13.6031 -0.1 -0.1 0.0 0.458
H -28.6926 4.6412 13.6069 -0.1 -0.2 -0.2 0.510
H -29.4978 4.1579 17.7960 -0.2 0.2 -0.1 0.546
H -28.5802 1.8769 17.6125 -0.1 0.1 0.1 0.423
H -30.7440 5.8485 13.8134 -0.5 0.0 0.0 0.602
H -31.9519 8.0257 14.1329 -0.1 -0.2 0.0 0.412
H -30.0223 8.7961 17.6334 0.6 -0.1 0.1 0.248
H -28.9520 6.5297 17.6287 0.2 0.4 0.0 0.422
H -30.8494 10.4829 15.5899 -0.5 0.2 -0.4 0.097
H -31.8393 9.9567 16.9828 -0.2 0.4 -0.1 0.201
H -32.5677 9.8167 15.3646 0.3 0.2 -0.2 0.407
N -27.5765 11.4494 13.8518 0.7 -4.0 2.0 -0.156
S -27.9437 9.8253 13.8029 2.9 -2.5 1.9 0.872
O -26.9661 9.0165 13.1071 -1.7 1.2 0.8 -0.615
O -29.3275 9.4511 13.8287 -0.2 0.3 -0.8 -0.526
F -27.6423 9.5199 15.3488 0.6 0.4 0.6 -0.140
S -28.2744 11.7581 12.5404 -2.5 5.9 -6.0 1.050
O -29.6910 11.9739 12.7407 0.7 -0.8 -0.4 -0.615
O -27.7381 11.2353 11.3005 -1.0 -0.1 2.1 -0.560
F -27.8017 13.3225 12.4661 0.3 -0.4 0.3 -0.331
```
Forces are in eV/Å.

# 3
A 10-piece molecular cluster, C19H61N3O10 overall. Source: the OMol25 dataset; level of theory: ωB97M-V/def2-TZVPD.

lowest unoccupied orbital energy (alpha / beta): 2.254 / 2.325 eV
Kohn-Sham gap (alpha / beta): 0.058 / 0.346 Ha
E: -45629.8604 eV
HOMO (alpha / beta): 0.67 / -7.09 eV
spin multiplicity: 2
molecular weight: 491.71 g/mol
ΔE to the lowest compared entry with this formula, charge and spin: 18.1 kcal per mole
total charge: -1
<S²>: 0.750

The geometry in XYZ format:
```
93
Properties=species:S:1:pos:R:3:forces:R:3:mulliken_spin:R:1
C 0.9587 17.5340 -23.4451 1.2 0.8 0.9 0.504
O 1.8019 17.2177 -24.5095 0.0 -1.6 -1.9 -1.156
H 1.7009 17.8246 -22.7016 -0.8 0.6 0.9 -0.042
H 0.3082 18.3546 -23.7479 -0.4 -0.1 0.5 0.348
H 0.4482 16.6698 -23.0202 -0.2 0.0 -0.5 0.161
H 2.4289 17.9332 -24.6385 0.1 0.3 0.0 0.291
C 0.7505 12.6474 -16.4004 -0.7 1.3 -1.0 0.297
O 1.7914 12.2530 -15.5873 0.6 -1.0 0.8 -0.149
H -0.2021 12.7110 -15.8745 -0.2 0.1 0.1 -0.027
H 1.0301 13.6376 -16.7601 -0.3 0.1 -0.1 -0.003
H 0.6057 12.0214 -17.2810 0.1 -0.3 -0.1 -0.006
H 1.5666 11.3505 -15.3498 0.5 -0.2 0.4 0.019
C -0.9796 9.6762 -23.0107 2.4 -0.9 0.9 0.030
O -1.1317 10.1391 -24.2859 -1.7 0.5 -1.8 -0.009
H -0.4536 10.3746 -22.3598 -0.7 0.6 0.4 0.028
H -1.8840 9.2409 -22.5856 0.0 0.3 -0.1 0.004
H -0.2188 8.8971 -23.0576 -0.1 -0.8 0.3 -0.018
H -0.4462 10.7450 -24.5765 0.3 0.5 0.4 0.002
C -0.4092 12.1034 -28.1688 1.9 -1.1 -1.3 0.001
O -1.0514 13.0140 -27.3860 -1.3 1.2 0.6 -0.021
H -0.5022 12.3320 -29.2305 -0.5 0.2 0.0 0.002
H 0.6682 12.1829 -28.0242 0.4 -0.3 0.2 0.002
H -0.6719 11.0522 -28.0495 -0.4 -0.1 0.3 0.000
H -0.8182 12.8612 -26.4674 0.0 -0.1 0.3 0.014
C 1.8054 15.3111 -27.8470 -0.8 0.9 -1.7 0.239
O 1.0989 14.8716 -29.0656 0.8 -0.2 1.2 -0.046
H 2.6427 14.6970 -27.5155 -0.3 -0.5 -0.1 0.016
H 2.2310 16.2526 -28.1943 0.2 0.1 0.5 -0.014
H 1.0846 15.5363 -27.0610 0.2 -0.2 0.2 -0.030
H 0.3002 14.4240 -28.7767 -0.1 -0.1 0.1 0.005
C -3.8657 11.0386 -21.5218 1.0 1.9 1.6 0.055
O -4.1152 10.6310 -22.8066 -0.9 -0.9 -0.8 -0.051
H -3.1227 10.4571 -20.9762 0.0 -0.4 0.0 -0.002
H -3.4788 12.0574 -21.5441 0.5 0.3 0.0 0.046
H -4.7017 11.2134 -20.8445 -0.7 -0.9 -0.6 -0.030
H -3.2664 10.4355 -23.2103 0.0 0.1 -0.4 0.001
C 3.7845 11.1878 -24.8589 -0.1 -0.1 -0.5 0.064
O 3.2446 11.7510 -23.7178 -0.5 -0.9 0.9 -0.073
H 4.6769 11.7470 -25.1398 0.5 -0.5 -0.1 -0.017
H 3.9110 10.1226 -24.6655 0.6 0.1 0.0 -0.001
H 3.1288 11.2264 -25.7288 -0.4 0.2 -0.2 0.023
H 3.2394 12.7063 -23.8124 -0.3 1.1 -0.1 -0.005
C 3.0204 16.9385 -19.3486 -0.3 -3.6 -1.0 -0.117
C 2.3511 18.2216 -19.3343 -2.3 1.6 -1.9 0.531
C 0.7279 18.2335 -19.3121 2.0 -0.7 1.4 -0.077
O 0.1657 17.5415 -20.3701 -0.5 -1.2 -1.1 -0.606
C -1.2526 17.4915 -20.2242 0.3 0.8 0.2 0.624
N 2.9453 18.8912 -18.2422 -0.2 1.1 1.5 -0.192
H 2.6254 16.2539 -20.0992 -0.3 0.1 -0.3 0.028
H 2.8923 16.3448 -18.4435 0.2 0.4 0.5 0.009
H 4.0758 16.9781 -19.6182 0.2 0.4 0.3 0.041
H 2.6169 18.7330 -20.2594 -0.1 0.0 -0.5 0.166
H 0.2482 19.2110 -19.2632 0.6 0.6 0.1 -0.031
H 0.4998 17.7155 -18.3806 -0.3 -0.1 0.4 0.094
H -1.5477 17.0612 -19.2671 0.1 -0.2 0.2 -0.028
H -1.7909 16.9635 -21.0113 0.7 -0.2 -0.3 0.000
H -1.5924 18.5269 -20.2467 -0.4 0.2 0.1 -0.048
H 2.8660 19.8940 -18.3324 0.2 0.2 0.1 -0.070
H 3.9149 18.6115 -18.2845 0.2 0.5 0.4 -0.049
C 4.3509 16.2717 -22.6537 0.7 0.2 0.6 -0.218
C 4.2575 14.7356 -22.8663 -0.4 3.2 0.1 0.188
C 4.3152 13.9971 -21.5313 0.2 -0.5 0.1 -0.276
O 5.5617 14.2548 -20.9040 1.9 -1.0 0.1 -0.098
C 5.8960 13.6037 -19.6237 -2.3 1.3 -0.6 0.123
N 3.0264 14.4956 -23.6460 0.6 -1.1 0.2 0.045
H 4.1468 16.8409 -23.5605 0.0 -0.3 -0.1 -0.229
H 5.3726 16.5262 -22.3719 0.1 0.1 0.2 -0.179
H 3.7096 16.6871 -21.8763 -0.2 -0.3 -0.1 0.552
H 5.1413 14.6325 -23.4958 0.0 -1.3 0.0 0.196
H 4.1381 12.9438 -21.7488 0.2 -0.3 0.3 0.050
H 3.5513 14.3432 -20.8350 -0.5 0.1 -0.2 0.018
H 5.7542 12.5312 -19.4904 0.1 -0.3 -1.0 -0.031
H 5.1172 14.0396 -18.9979 0.2 0.0 0.9 0.039
H 6.8792 13.8934 -19.2530 -0.1 0.2 -0.6 -0.013
H 2.2175 14.6359 -23.0578 0.0 0.1 0.3 0.016
H 2.9697 15.1965 -24.3710 0.0 0.2 -0.1 -0.016
C -1.6713 14.0902 -24.0239 -0.6 0.6 0.2 0.113
C -0.2626 13.9211 -23.5308 -0.9 1.8 0.2 -0.547
C -0.2845 13.6403 -21.9961 1.9 -1.1 -1.4 0.243
O 1.0995 13.3110 -21.5839 -1.5 0.5 1.3 -0.259
C 1.1811 12.9897 -20.1539 0.0 0.2 -1.1 0.062
N 0.3823 12.8870 -24.3500 -0.1 -0.2 1.4 0.076
H -2.2833 14.8410 -23.5241 0.1 0.0 0.7 -0.012
H -2.1364 13.1144 -23.8844 -0.4 0.0 -0.6 -0.004
H -1.6977 14.4914 -25.0371 0.1 -0.7 -0.4 0.057
H 0.3243 14.8145 -23.7440 -0.3 0.5 0.5 0.002
H -0.8717 12.7251 -21.9205 -0.3 0.0 0.6 0.112
H -0.6944 14.4694 -21.4194 0.0 0.0 0.0 0.145
H 2.2348 12.8171 -19.9348 -0.1 -0.2 -0.1 0.065
H 0.5720 12.1237 -19.8948 0.1 -0.3 -0.3 -0.066
H 0.8314 13.7765 -19.4854 -0.1 0.5 -0.3 0.124
H 1.0282 12.7012 -23.5961 1.4 -1.6 -0.6 -0.015
H 0.9363 13.4230 -25.0027 0.3 -0.2 -0.4 0.010
```
Forces are in eV/Å.

# 4
A 5-piece molecular cluster, C3H16O4S overall. Source: the OMol25 dataset; level of theory: ωB97M-V/def2-TZVPD.

lowest unoccupied orbital energy: 0.209 eV
Kohn-Sham gap: 0.311 Ha
E: -22393.5324 eV
SMILES string: CCSC.O.O.O.O
HOMO: -8.26 eV
molecular weight: 148.22 g/mol
ΔE to the lowest compared entry with this formula, charge and spin: 71.4 kcal per mole

The geometry in XYZ format:
```
24
Properties=species:S:1:pos:R:3:forces:R:3:mulliken_charge:R:1
C 1.7098 0.1538 -0.8557 1.1 0.4 0.9 -0.852
C 0.8814 -0.9479 -1.3856 -1.0 -2.5 -1.2 -0.467
S 1.5163 -2.6439 -1.1643 0.5 0.1 -0.3 -0.071
C 2.4079 -2.9097 -2.7164 0.7 -1.4 -0.2 -0.824
H 2.7713 0.1259 -1.0808 0.1 -0.2 -0.8 0.360
H 1.7623 0.0666 0.2452 -0.5 0.3 -0.4 0.254
H 1.3242 1.1159 -1.1515 -0.2 0.4 0.1 0.245
H 0.5722 -1.0576 -2.4683 0.3 1.2 1.1 0.382
H 0.0025 -1.0890 -0.7712 -0.7 0.7 -0.1 0.141
H 2.8118 -3.9543 -2.4556 1.4 1.9 0.0 0.248
H 1.8874 -3.4427 -3.5337 -1.0 1.6 -0.2 0.319
H 3.0349 -1.9755 -3.0778 -0.8 -2.5 0.9 0.259
O -1.7293 3.4019 3.2027 -1.0 -1.7 -1.0 -0.645
H -1.0192 3.8226 3.6545 1.0 0.1 0.5 0.304
H -1.5308 2.4362 3.0364 0.1 1.6 0.3 0.363
O -1.3237 1.0229 1.5269 0.9 -5.2 0.4 -0.685
H -2.0762 0.9429 0.9523 -0.7 0.7 -0.7 0.303
H -1.1700 -0.0900 1.5523 -0.2 4.5 0.5 0.348
O -2.4125 -1.4441 2.4160 4.5 -5.4 1.7 -0.591
H -2.7210 -2.2988 2.8470 0.5 1.8 -1.0 0.302
H -3.1031 -0.9271 2.2763 -5.1 3.5 -0.7 0.278
O -0.8599 3.1564 -0.5531 3.0 -0.6 0.2 -0.566
H -1.0461 3.2068 0.3641 0.4 -0.1 1.9 0.323
H -1.6903 3.3285 -0.8597 -3.4 0.8 -2.1 0.273
```
Forces are in eV/Å.